Density functional theory data (ωB97M-V with the def2-TZVPD basis set) for a single C24H28N2O6 molecule.

## Properties
relative energy (zero: lowest compared OMol25 entry of this formula, charge and spin) = 254.3 kJ/mol
charge = 0
gap between HOMO and LUMO = 0.306 hartree
SMILES = COCCCNC(=O)[C@@H]1CCC(=O)N(c2ccc3c(c2)OCO3)[C@H]1c1ccc(OC)cc1
energy = -40607.5880 eV
LUMO energy = 0.57 eV

Each line ends with the Löwdin charge.
Atoms and positions in Å:
C 0.23475 4.37913 -0.37990  -0.096
H 0.57235 5.19719 -1.02761  0.093
O 1.27313 3.46459 -0.13388  -0.247
C 2.38947 4.05194 0.51056  -0.226
C 3.44077 2.99095 0.82738  -0.139
C 4.07368 2.38426 -0.42734  -0.162
N 3.11362 1.63026 -1.19778  0.084
C 3.10456 0.28117 -1.21263  -0.463
O 4.00197 -0.39815 -0.76063  0.078
C 1.89581 -0.33781 -1.91510  -0.175
H 2.05711 -1.41999 -1.89764  0.157
C 1.73955 0.12226 -3.36083  -0.136
C 0.64259 -0.71397 -4.00144  -0.078
C -0.62964 -0.84859 -3.18094  -0.429
O -1.66320 -1.20647 -3.70989  0.070
N -0.55486 -0.59150 -1.84543  0.061
C -1.71931 -0.75687 -1.05019  -0.207
C -2.40015 -1.96516 -1.06829  -0.007
C -3.52714 -2.17942 -0.28113  0.026
C -3.93302 -1.14842 0.52919  -0.201
C -3.25271 0.06904 0.54667  -0.186
C -2.15008 0.29649 -0.23483  0.088
H -1.64803 1.24753 -0.21114  0.125
O -3.86350 0.92080 1.42961  0.035
C -4.94986 0.19928 1.97061  -0.161
O -4.98482 -1.09340 1.40751  0.034
H -4.83233 0.12228 3.06373  0.139
H -5.89104 0.72628 1.74415  0.139
H -4.05598 -3.11696 -0.29971  0.119
H -2.05481 -2.75233 -1.71755  0.121
C 0.60141 -0.01213 -1.16059  -0.193
C 0.67983 -0.52601 0.25647  -0.195
C 0.75367 0.35994 1.32413  -0.027
C 0.84394 -0.10387 2.61808  0.014
C 0.85498 -1.47461 2.87853  -0.270
C 0.77501 -2.36486 1.81348  0.003
C 0.69174 -1.88653 0.51856  -0.007
H 0.62504 -2.59146 -0.29661  0.126
H 0.77941 -3.43061 1.97713  0.104
O 0.93948 -1.82914 4.18962  -0.084
C 0.97405 -3.19767 4.51526  -0.091
H 1.05486 -3.24012 5.60036  0.092
H 1.84087 -3.69477 4.06851  0.096
H 0.05843 -3.70914 4.20099  0.095
H 0.90319 0.57625 3.45328  0.119
H 0.73860 1.42311 1.13544  0.101
H 0.48037 1.08094 -1.12726  0.139
H 0.35440 -0.31740 -4.97661  0.125
H 1.00260 -1.73390 -4.16738  0.132
H 2.67588 -0.00599 -3.90691  0.127
H 1.47251 1.18077 -3.39463  0.121
H 2.27087 2.13525 -1.42700  0.114
H 4.86895 1.69063 -0.14592  0.121
H 4.49323 3.17676 -1.05651  0.123
H 4.22110 3.45798 1.42902  0.118
H 2.98263 2.19236 1.41195  0.108
H 2.05833 4.53385 1.44281  0.125
H 2.81915 4.83117 -0.13886  0.128
H -0.56234 3.82935 -0.87758  0.086
H -0.14716 4.80512 0.55492  0.093

Forces on the atoms, in the same order (eV/Å):
-0.1 0.2 0.0
0.0 0.0 0.0
0.1 -0.2 0.0
0.3 0.1 0.3
-0.2 0.1 -0.4
0.2 0.0 0.3
-0.1 0.4 -0.1
-0.3 -0.3 -0.4
0.2 -0.3 0.2
0.0 0.3 0.0
0.0 0.1 0.1
0.0 -0.3 0.0
0.0 0.1 0.0
0.1 0.0 -0.6
-0.1 -0.1 -0.2
0.0 0.0 0.3
-0.6 -0.2 0.0
0.2 0.2 0.0
-0.2 0.2 0.3
0.4 0.5 -0.1
-0.2 -0.6 -0.1
-0.3 -0.1 0.0
0.1 0.2 0.0
0.4 0.1 -0.3
-0.8 0.4 0.9
0.1 -0.4 -0.3
0.0 0.0 -0.3
0.2 -0.1 0.0
-0.1 -0.1 0.0
0.1 -0.1 -0.1
0.4 -0.1 0.1
0.1 0.0 0.1
0.0 -0.2 -0.1
0.0 -0.2 0.2
0.0 0.2 -0.1
0.0 -0.2 0.3
0.1 0.3 0.0
0.0 -0.1 -0.1
0.0 -0.1 0.1
0.0 0.3 -0.1
0.0 -0.2 0.0
0.0 -0.1 -0.1
0.0 0.0 0.0
0.0 0.0 0.0
0.0 0.1 0.1
0.0 0.1 0.0
0.1 -0.1 0.1
-0.1 -0.1 0.1
0.0 0.0 0.0
0.0 0.1 0.0
0.0 0.1 0.0
0.0 -0.2 0.0
0.0 0.1 -0.1
0.1 0.0 0.1
0.0 0.0 0.1
0.0 0.0 0.1
0.0 0.0 -0.1
0.0 0.0 0.1
0.0 0.1 0.0
0.0 0.0 0.0